The following is a quantum chemistry calculation of a 2-piece molecular cluster, C66H79N6O4 overall, from OMol25.

Cartesian coordinates (Å):
C1 -5.9789 3.5838 -5.5485
O1 -5.4106 3.9728 -4.2765
C2 -5.0378 2.9933 -3.4100
C3 -4.4843 3.3987 -2.1698
C4 -4.0085 2.4585 -1.2885
C5 -4.0256 1.0647 -1.5829
C6 -3.4258 0.0919 -0.6979
C7 -3.8058 -1.2595 -0.7331
C8 -3.6225 -2.2505 0.2347
N1 -3.8625 -3.5663 0.0218
C9 -3.5660 -4.5558 1.0608
C10 -2.1023 -4.5105 1.5001
C11 -1.7259 -5.5843 2.4973
C12 -0.7553 -6.5360 2.1673
C13 -0.4826 -7.5848 3.0471
C14 -1.1400 -7.6495 4.2813
C15 -2.0552 -6.6533 4.6410
C16 -2.3423 -5.6133 3.7512
C17 -3.9562 -5.8759 0.3912
O2 -3.8915 -7.0015 0.8794
N2 -4.3994 -5.5795 -0.8618
C18 -4.8270 -6.6208 -1.7661
C19 -4.4309 -4.1577 -1.2093
C20 -5.8919 -3.7428 -1.4570
C21 -3.5519 -3.9170 -2.4454
C22 -4.7139 0.6825 -2.7705
C23 -5.2115 1.6122 -3.6675
H1 -6.1521 4.5277 -6.0694
H2 -5.2808 2.9577 -6.1206
H3 -6.9277 3.0515 -5.4000
H4 -4.4318 4.4641 -1.9649
H5 -3.6093 2.7816 -0.3294
H6 -2.7305 0.4363 0.0761
H7 -4.3623 -1.5872 -1.6077
H8 -3.2471 -1.9773 1.2315
H9 -4.2354 -4.4039 1.9297
H10 -1.4795 -4.6021 0.5940
H11 -1.9170 -3.5176 1.9399
H12 -0.2478 -6.4593 1.2026
H13 0.2394 -8.3515 2.7620
H14 -0.9388 -8.4769 4.9634
H15 -2.5552 -6.6830 5.6106
H16 -3.0549 -4.8266 4.0137
H17 -4.6589 -7.5937 -1.2991
H18 -5.8928 -6.5199 -2.0079
H19 -4.2558 -6.5688 -2.7004
H20 -6.5173 -4.0949 -0.6250
H21 -6.0012 -2.6593 -1.5420
H22 -6.2491 -4.2048 -2.3869
H23 -2.5437 -4.3178 -2.2621
H24 -3.9944 -4.4244 -3.3136
H25 -3.4616 -2.8526 -2.6758
H26 -4.8400 -0.3728 -3.0042
H27 -5.7233 1.2830 -4.5734
C24 4.5567 2.0785 -2.1401
C25 3.7258 1.9623 -3.4074
C26 2.7479 3.1322 -3.5416
C27 4.7317 2.0478 -4.5703
C28 2.8790 0.6529 -3.4863
C29 2.6558 0.1863 -4.7819
C30 1.9848 -0.9976 -5.0257
C31 1.4765 -1.7256 -3.9606
C32 1.5804 -1.2712 -2.6464
C33 0.9546 -2.1703 -1.5293
C34 2.0204 -2.6098 -0.5216
C35 0.3423 -3.4556 -2.1078
C36 -0.2186 -1.4501 -0.8745
C37 2.2532 -0.0328 -2.4090
N3 2.3884 0.4752 -1.0507
C38 1.5823 1.3214 -0.3228
C39 0.3603 1.7949 -0.7842
C40 -0.4773 2.7875 -0.1306
C41 -1.0788 2.4799 1.1081
C42 -1.8128 3.4115 1.8078
C43 -1.9178 4.7194 1.2878
N4 -2.1894 5.7701 2.2016
O3 -2.2917 6.9418 1.7764
O4 -2.2916 5.4823 3.4197
C44 -1.4714 5.0122 -0.0182
C45 -0.7644 4.0534 -0.7226
N5 2.2696 1.5379 0.8830
C46 1.8497 2.2947 2.0553
C47 1.1042 1.6838 3.1074
C48 0.7489 0.1713 3.3332
C49 1.3320 -0.2808 4.6827
C50 1.2937 -0.7588 2.2732
C51 -0.7795 -0.0290 3.3906
C52 0.6297 2.4924 4.1606
C53 0.9065 3.8449 4.2094
C54 1.7415 4.4009 3.2533
C55 2.2563 3.6523 2.1899
C56 3.2409 4.4092 1.2307
C57 3.4737 5.8625 1.6662
C58 2.6383 4.4689 -0.1657
C59 4.6327 3.7798 1.2270
C60 3.4525 0.7670 0.8156
C61 4.4924 0.6296 1.8376
C62 4.3574 0.9710 3.2046
C63 5.4391 0.8360 4.0723
C64 6.6909 0.4493 3.5812
C65 6.8467 0.1188 2.2267
C66 5.7509 0.1679 1.3702
N6 3.5501 0.1481 -0.3465
H28 5.1294 1.1653 -1.9416
H29 5.2652 2.9166 -2.2238
H30 3.9373 2.2939 -1.2686
H31 2.2805 3.1142 -4.5368
H32 1.9400 3.0576 -2.7990
H33 3.2561 4.0989 -3.4148
H34 4.2439 2.2067 -5.5380
H35 5.4097 2.8988 -4.4232
H36 5.3456 1.1410 -4.6283
H37 3.0405 0.7422 -5.6356
H38 1.8757 -1.3623 -6.0477
H39 0.9912 -2.6741 -4.1865
H40 2.6086 -1.7793 -0.1322
H41 1.5589 -3.1333 0.3286
H42 2.7301 -3.2961 -1.0054
H43 -0.4650 -3.2262 -2.8163
H44 1.0934 -4.0739 -2.6141
H45 -0.0966 -4.0696 -1.3064
H46 -1.0445 -1.3409 -1.5911
H47 -0.5933 -2.0022 0.0012
H48 0.0343 -0.4366 -0.5618
H49 0.1095 1.4793 -1.7982
H50 -0.9036 1.4826 1.5151
H51 -2.2377 3.1902 2.7829
H52 -1.6465 6.0062 -0.4193
H53 -0.3797 4.2508 -1.7300
H54 0.9198 0.2911 5.5209
H55 1.0930 -1.3401 4.8467
H56 2.4234 -0.1756 4.6944
H57 0.9676 -0.4598 1.2717
H58 2.3886 -0.8052 2.2926
H59 0.9193 -1.7796 2.4463
H60 -1.2207 -0.1128 2.3873
H61 -1.0103 -0.9743 3.9056
H62 -1.2932 0.7801 3.9239
H63 0.0323 2.0525 4.9636
H64 0.4792 4.4740 4.9911
H65 1.9967 5.4544 3.3612
H66 3.9272 5.9086 2.6628
H67 4.1706 6.3490 0.9721
H68 2.5470 6.4463 1.6578
H69 2.3251 3.4799 -0.5037
H70 1.7365 5.0981 -0.1639
H71 3.3554 4.8725 -0.8968
H72 4.6484 2.7937 0.7629
H73 5.3369 4.4119 0.6646
H74 5.0068 3.6783 2.2548
H75 3.4094 1.3621 3.5665
H76 5.2933 1.0396 5.1342
H77 7.5420 0.3977 4.2579
H78 7.8181 -0.1902 1.8388
H79 5.8352 -0.1230 0.3196

Results
- LUMO (Ha) = -0.16377
- F_max (eV/A) = 3.4
- calculated total energy (hartree) = -3191.51776
- E_HOMO (eV) = -9.046
- charge = +1